Record 1
A molecular structure, C35H31N4O5SbY, computed with wB97M-V/def2-TZVPD.

The HOMO-LUMO gap comes out at 7.60 eV. For the total energy, the calculation gives -2226.10737 a.u. The HOMO energy is -11.46 eV. The calculation puts the energy relative to the best compared isomer or geometry (same formula, charge and spin) at 6.4 kcal per mole. As for the total charge: +1. Its max |F| is 0.4 eV Å⁻¹.

CARTESIAN COORDINATES (ANGSTROEM)
Y -0.142 -0.044 0.220
N 1.490 1.768 -0.321
C 2.817 1.112 -0.309
C 2.898 0.010 0.762
O 3.952 -0.591 0.908
N 1.733 -0.195 1.407
C 1.686 -1.225 2.436
C 0.286 -1.851 2.466
O 0.088 -2.991 2.808
O -0.664 -1.035 2.017
H 1.368 2.354 -1.144
H 1.421 2.389 0.483
H 3.652 1.787 -0.122
H 2.988 0.654 -1.285
H 1.873 -0.800 3.428
H 2.428 -2.007 2.285
O -8.240 0.250 0.227
C -7.401 0.599 -0.765
O -7.763 1.344 -1.629
C -5.995 0.067 -0.702
C -5.439 -0.517 0.426
C -4.137 -1.003 0.406
C -3.396 -0.890 -0.762
C -3.924 -0.262 -1.888
C -5.223 0.206 -1.855
N -2.056 -1.371 -0.810
C -1.825 -2.608 -0.650
C -0.447 -3.127 -0.622
C -0.235 -4.473 -0.415
C 1.076 -4.937 -0.380
C 2.106 -4.036 -0.561
C 1.802 -2.692 -0.743
N 0.551 -2.234 -0.775
H -7.864 -0.441 0.786
H -5.994 -0.582 1.355
H -3.688 -1.449 1.287
H -3.325 -0.179 -2.786
H -5.673 0.682 -2.716
H -2.633 -3.332 -0.530
H -1.073 -5.139 -0.262
H 1.284 -5.984 -0.206
H 3.141 -4.345 -0.535
H 2.602 -1.968 -0.833
C -6.713 3.559 0.757
C -6.066 3.774 -0.452
C -4.713 3.490 -0.575
C -4.009 2.986 0.514
C -4.658 2.771 1.727
C -6.010 3.062 1.847
Sb -1.967 2.517 0.375
C -1.367 3.507 -1.406
C -1.271 2.746 -2.572
C -0.846 3.319 -3.764
C -0.509 4.665 -3.796
C -0.599 5.431 -2.641
C -1.024 4.856 -1.450
C -1.149 3.782 1.855
C -0.070 3.345 2.621
C 0.499 4.180 3.575
C -0.015 5.453 3.773
C -1.107 5.887 3.030
C -1.675 5.054 2.077
H -7.771 3.772 0.846
H -6.619 4.147 -1.304
H -4.212 3.664 -1.522
H -4.118 2.386 2.585
H -6.514 2.902 2.792
H -1.551 1.695 -2.566
H -0.785 2.719 -4.663
H -0.178 5.119 -4.722
H -0.338 6.481 -2.666
H -1.075 5.468 -0.557
H 0.320 2.336 2.516
H 1.332 3.829 4.170
H 0.425 6.103 4.518
H -1.519 6.873 3.199
H -2.539 5.398 1.519

---

Record 2
2 unconnected molecules or ions with the total composition C3H7N2O at a distorted geometry, computed with wB97M-V/def2-TZVPD.

The HOMO-LUMO gap comes out at 11.40 eV. For the total energy, the calculation gives -303.02551 a.u. The HOMO energy is -14.55 eV. The calculation puts the energy relative to the best compared isomer or geometry (same formula, charge and spin) at 9.1 kcal per mole. As for the total charge: +1. Its max |F| is 2.4 eV Å⁻¹.

CARTESIAN COORDINATES (ANGSTROEM)
C 0.550 0.716 1.348
C 0.030 1.088 0.158
N 0.477 0.212 -0.787
C 1.256 -0.694 -0.209
N 1.224 -0.429 1.084
H 0.434 1.313 2.234
H -0.660 1.875 -0.080
H 0.298 0.357 -1.761
H 1.827 -1.416 -0.759
H 1.826 -0.934 1.725
H -2.297 -0.125 -1.474
H -2.854 -1.289 -0.779
O -2.110 -0.673 -0.701

---

Record 3
A molecular structure, C19H14AuBrN3O2S2 at a distorted geometry, computed with wB97M-V/def2-TZVPD.

The HOMO-LUMO gap comes out at 6.42 eV. For the total energy, the calculation gives -4553.28848 a.u. The HOMO energy is -3.87 eV. The calculation puts the energy relative to the best compared isomer or geometry (same formula, charge and spin) at 17.4 kcal per mole. As for the total charge: -1. Its max |F| is 3.1 eV Å⁻¹.

CARTESIAN COORDINATES (ANGSTROEM)
Au 1.340 -1.174 0.464
Br -0.460 1.125 -0.758
C 0.681 2.252 0.210
C 0.355 3.598 0.049
C 1.146 4.630 0.635
C 2.261 4.286 1.349
C 2.599 2.906 1.561
C 3.717 2.599 2.403
C 3.936 1.315 2.777
C 3.178 0.248 2.259
C 2.123 0.506 1.363
C 1.778 1.847 1.066
H -0.554 3.834 -0.511
H 0.845 5.673 0.467
H 2.919 5.027 1.790
H 4.270 3.446 2.794
H 4.691 0.981 3.487
H 3.376 -0.766 2.575
N -2.762 0.189 -4.671
C -2.354 -0.752 -3.789
C -2.994 -0.890 -2.516
C -2.566 -1.840 -1.621
C -1.379 -2.535 -1.889
C -0.687 -2.409 -3.113
C -1.223 -1.585 -4.094
S -0.608 -3.635 -0.693
O -0.632 -5.007 -1.207
O 0.787 -3.219 -0.401
N -1.530 -3.673 0.659
C -1.332 -2.808 1.669
S -2.317 -3.020 3.114
C -1.675 -1.483 3.712
C -0.763 -1.007 2.837
N -0.511 -1.725 1.726
H -3.400 0.919 -4.343
H -2.483 0.227 -5.645
H -3.859 -0.277 -2.345
H -3.085 -2.031 -0.694
H 0.232 -3.030 -3.269
H -0.744 -1.583 -5.095
H -2.049 -1.098 4.630
H -0.269 -0.060 3.055

---

Record 4
A molecular structure, C6H18AgClO8P2 at a distorted geometry, computed with wB97M-V/def2-TZVPD.

The HOMO-LUMO gap (spin up / spin down) comes out at 6.06 / 3.30 eV. For the total energy, the calculation gives -2130.96270 a.u. The HOMO energy (spin up / spin down) is -12.84 / -12.84 eV. The expectation value of S² is 0.753. As for the total charge: +1. Its max |F| is 3.3 eV Å⁻¹. The spin multiplicity is 2.

CARTESIAN COORDINATES (ANGSTROEM)
Ag 10.809 -18.056 -2.342
Cl 8.616 -16.447 -2.344
C 11.397 -9.845 -7.062
O 11.312 -10.365 -5.737
P 9.928 -11.175 -5.364
O 8.945 -11.254 -6.464
O 10.410 -12.656 -4.800
C 9.445 -13.727 -4.722
O 9.374 -10.430 -4.013
C 8.544 -9.311 -4.042
H 10.570 -9.935 -7.767
H 12.258 -10.303 -7.547
H 11.600 -8.780 -6.951
H 8.787 -13.678 -5.590
H 8.917 -13.913 -3.787
H 9.880 -14.709 -4.909
H 8.682 -8.731 -3.130
H 7.470 -9.463 -4.157
H 8.809 -8.608 -4.831
C 5.930 -18.198 -8.392
O 6.513 -16.949 -8.092
P 8.109 -16.712 -8.290
O 8.707 -16.865 -9.663
O 8.377 -15.251 -7.621
C 8.255 -14.142 -8.498
O 8.735 -17.698 -7.179
C 8.181 -17.555 -5.865
H 6.594 -18.982 -8.755
H 5.234 -18.046 -9.217
H 5.327 -18.586 -7.571
H 7.300 -13.661 -8.286
H 8.260 -14.411 -9.555
H 9.137 -13.564 -8.220
H 7.342 -16.860 -5.885
H 8.922 -17.132 -5.187
H 7.724 -18.434 -5.410

---

> Which value of total charge does entry 4 give?

+1